158
Properties=species:S:1:pos:R:3:forces:R:3 method="wB97M-V/def2-TZVPD" charge=0 spin_multiplicity=1 smiles="NCC1=C(CCCCl)C(=O)OC1=O.O=S1(=O)CCCC1.O=S1(=O)CCCC1.O=S1(=O)CCCC1.O=S1(=O)CCCC1.O=S1(=O)CCCC1.O=S1(=O)CCCC1.O=S1(=O)CCCC1.O=S1(=O)CCCC1.O=S1(=O)CCCC1" lumo_energy_ev=-0.441 homo_lumo_gap_ev=9.2
N 0.12046 -6.19149 0.34417 0.28 0.12 0.00
C 1.29778 -5.37032 0.10173 -0.15 -0.20 0.42
C 1.14395 -3.87927 0.09255 -0.25 0.17 -0.14
C 0.11969 -3.02884 0.26929 0.37 -0.34 0.18
C -1.33193 -3.33147 0.51279 -0.21 0.24 -0.26
C -2.28860 -2.12505 0.44548 -0.03 -0.71 -0.57
C -3.68500 -2.56073 -0.01779 0.01 0.12 0.22
Cl -4.85249 -2.52228 1.34345 -0.12 0.09 0.01
C 0.70294 -1.64843 0.19014 -0.52 0.22 0.26
O 0.18669 -0.59354 0.39505 0.25 -0.12 -0.16
O 2.03978 -1.74183 -0.14360 0.12 0.06 0.11
C 2.36380 -3.07682 -0.15993 0.21 -0.19 -0.14
O 3.47376 -3.46393 -0.37215 -0.14 0.08 0.12
H -0.62303 -6.00762 -0.31287 -0.04 0.00 0.01
H -0.21558 -6.03887 1.28499 -0.19 -0.04 -0.06
H 1.80204 -5.69370 -0.81034 -0.06 0.11 -0.09
H 2.00783 -5.59261 0.90445 0.10 -0.02 -0.09
H -1.45751 -3.88560 1.44331 0.04 0.12 0.08
H -1.64624 -4.00348 -0.28895 0.11 -0.11 0.02
H -1.90670 -1.44928 -0.31495 0.00 0.27 0.18
H -2.35284 -1.63262 1.40924 0.16 0.24 -0.08
H -4.06248 -1.90585 -0.79970 -0.15 0.07 0.14
H -3.72063 -3.57429 -0.40805 0.05 -0.04 0.03
C -2.32544 0.82691 5.24912 0.28 -0.24 0.10
C -1.06409 1.37420 4.56685 -0.07 -0.07 -0.02
C -0.00639 0.25979 4.58628 0.04 0.32 -0.03
S -0.91850 -1.28440 4.58003 -0.29 0.41 -0.07
O -0.68153 -1.97433 5.82191 0.19 -0.37 -0.14
O -0.73855 -1.95159 3.31140 0.15 -0.32 0.01
C -2.54731 -0.55606 4.64257 -0.22 0.16 0.11
H -3.18760 1.46505 5.09383 -0.02 0.06 -0.03
H -2.15576 0.74143 6.32461 -0.04 -0.05 0.00
H -1.29349 1.64599 3.53482 -0.01 0.01 -0.02
H -0.69555 2.26767 5.06483 0.01 0.01 0.01
H 0.64002 0.28196 3.71187 0.02 -0.11 0.00
H 0.59337 0.28035 5.49427 -0.06 -0.09 0.04
H -3.19975 -1.19751 5.23196 0.07 -0.09 -0.01
H -2.91356 -0.48873 3.61707 0.05 -0.07 -0.01
C 6.14824 -0.87767 -4.33270 -0.20 -0.19 0.27
C 5.83886 -1.33872 -2.90181 -0.05 0.01 -0.08
C 4.31722 -1.50398 -2.79118 0.23 0.04 0.17
S 3.74096 -1.90465 -4.44068 0.21 -0.07 0.09
O 2.90261 -0.82587 -4.92007 -0.07 -0.09 0.03
O 3.26683 -3.26624 -4.48402 -0.17 0.08 -0.08
C 5.33311 -1.78431 -5.24805 0.23 0.13 -0.08
H 7.20687 -0.93583 -4.55769 0.04 0.05 -0.03
H 5.83801 0.15991 -4.46590 0.05 0.02 -0.07
H 6.32527 -2.29693 -2.70622 -0.01 0.00 -0.02
H 6.21476 -0.61970 -2.17631 -0.02 -0.12 0.03
H 4.03027 -2.30458 -2.11371 -0.02 0.08 -0.13
H 3.82678 -0.57846 -2.49349 -0.09 -0.02 -0.07
H 5.19908 -1.38945 -6.25308 -0.12 -0.03 0.01
H 5.75109 -2.78991 -5.29198 -0.05 -0.03 0.02
C -0.26872 -3.52595 9.80589 -0.05 0.09 0.07
C -1.01185 -3.13078 11.09044 0.01 0.00 -0.05
C -1.73431 -1.80703 10.80959 0.08 -0.20 0.27
S -2.07311 -1.79060 9.04094 -0.01 -0.09 0.08
O -1.32643 -0.70790 8.45345 -0.11 0.15 0.00
O -3.49297 -1.91132 8.81855 0.00 0.13 -0.13
C -1.26644 -3.34044 8.66731 0.24 -0.20 0.03
H 0.09751 -4.55053 9.84865 0.01 0.00 0.00
H 0.58963 -2.86751 9.65646 0.01 -0.01 -0.03
H -1.74095 -3.90352 11.34169 -0.01 0.00 -0.02
H -0.33395 -3.03321 11.93731 -0.01 0.00 0.01
H -2.67688 -1.72263 11.34408 -0.04 0.08 -0.07
H -1.10554 -0.94646 11.02813 -0.01 0.04 -0.10
H -0.81152 -3.27116 7.68289 -0.09 0.11 -0.04
H -2.03177 -4.11627 8.67730 -0.05 0.04 0.01
C -10.22346 -3.81007 0.13960 0.06 0.07 -0.01
C -10.08706 -2.34196 -0.28782 -0.03 -0.06 -0.01
C -8.67454 -2.16032 -0.85229 -0.12 0.16 0.14
S -8.18734 -3.76019 -1.51055 -0.20 0.13 0.00
O -7.07880 -4.26365 -0.73794 0.11 -0.06 -0.12
O -8.11535 -3.70029 -2.94939 0.15 -0.07 0.00
C -9.66971 -4.63635 -1.01731 -0.19 -0.04 0.18
H -11.25706 -4.07495 0.35808 0.00 -0.01 0.01
H -9.63178 -3.99003 1.03964 0.00 -0.02 0.00
H -10.82653 -2.11721 -1.05932 0.00 -0.02 -0.01
H -10.26077 -1.65915 0.54200 0.03 0.02 -0.01
H -8.63707 -1.42795 -1.65408 0.11 -0.04 -0.04
H -7.96241 -1.89148 -0.07450 0.05 -0.05 -0.03
H -9.40764 -5.65638 -0.74676 0.10 0.01 -0.07
H -10.34815 -4.63630 -1.86988 0.03 0.01 -0.04
C 10.99204 0.07552 -6.64116 -0.08 -0.03 -0.06
C 10.65241 -0.15234 -8.12093 0.00 0.04 0.05
C 9.16097 0.15872 -8.30171 0.20 -0.17 -0.15
S 8.74837 1.37238 -7.04017 0.16 0.04 -0.07
O 7.81555 0.77720 -6.11213 0.00 0.15 -0.13
O 8.46632 2.64302 -7.65357 -0.14 0.02 0.09
C 10.36344 1.41488 -6.27003 0.22 -0.13 0.07
H 12.06672 0.07979 -6.46735 0.00 0.00 0.01
H 10.55640 -0.72045 -6.03333 0.01 0.02 0.03
H 11.24735 0.52175 -8.73971 -0.01 0.02 0.01
H 10.87884 -1.16982 -8.43498 0.00 0.00 -0.01
H 8.93514 0.58438 -9.27576 -0.10 0.05 0.04
H 8.53904 -0.71730 -8.12806 -0.05 0.05 0.07
H 10.24421 1.56494 -5.19949 -0.11 0.04 -0.02
H 10.91052 2.24896 -6.70823 -0.04 0.03 -0.02
C -4.53645 6.54624 6.37839 0.10 0.00 0.01
C -3.29114 7.12021 5.68823 -0.05 -0.05 -0.01
C -2.22015 6.02134 5.68533 0.02 0.30 0.01
S -3.11004 4.45906 5.68623 -0.19 0.49 -0.03
O -2.83957 3.76273 6.91591 0.08 -0.17 -0.12
O -2.93819 3.81820 4.40483 0.10 -0.14 0.01
C -4.75274 5.16598 5.76607 -0.17 0.17 0.12
H -5.40768 7.18353 6.23766 -0.01 0.00 0.00
H -4.35773 6.45239 7.45139 -0.02 -0.02 0.01
H -3.53896 7.39643 4.66167 0.00 -0.02 -0.01
H -2.92811 8.01583 6.18921 0.01 0.00 0.00
H -1.58550 6.05849 4.80380 0.03 -0.12 0.01
H -1.60802 6.04657 6.58472 -0.02 -0.09 0.03
H -5.39175 4.51522 6.35874 0.07 -0.09 -0.02
H -5.12917 5.23718 4.74578 0.03 -0.03 -0.02
C 6.32626 4.05790 -2.66599 -0.04 -0.09 0.00
C 4.85627 3.65166 -2.49312 0.05 0.02 0.02
C 4.83819 2.29668 -1.77553 -0.21 0.14 -0.15
S 6.33435 2.23872 -0.77708 -0.11 0.19 -0.04
O 7.18678 1.19321 -1.28974 0.07 0.00 0.13
O 5.99620 2.29759 0.62044 0.09 -0.12 0.03
C 6.98883 3.81632 -1.31263 0.02 0.18 -0.20
H 6.42609 5.09644 -2.97716 0.00 0.00 -0.01
H 6.79617 3.43170 -3.42776 0.02 0.01 0.00
H 4.33947 4.39753 -1.88608 0.01 0.00 0.02
H 4.33930 3.59202 -3.44940 -0.01 -0.01 0.00
H 3.98003 2.17855 -1.11855 0.05 -0.09 0.06
H 4.88248 1.46823 -2.47998 0.09 -0.03 0.03
H 8.07347 3.75492 -1.35731 0.00 -0.09 0.08
H 6.68468 4.56115 -0.57794 -0.01 -0.03 0.04
C 1.75749 0.82604 -7.46201 -0.10 0.11 -0.08
C 0.43161 1.59892 -7.49203 0.04 -0.02 -0.06
C 0.34725 2.32110 -8.84361 -0.15 0.05 0.29
S 1.30414 1.32742 -9.99908 -0.08 -0.10 0.12
O 2.44550 2.09434 -10.43254 -0.01 0.00 -0.10
O 0.42151 0.71406 -10.95905 0.08 0.06 -0.11
C 1.84753 0.11012 -8.80556 0.06 -0.05 0.24
H 1.80343 0.12493 -6.63478 0.04 -0.01 0.02
H 2.59153 1.52392 -7.35650 0.02 -0.02 -0.01
H -0.39980 0.89778 -7.39669 0.01 -0.01 -0.01
H 0.35913 2.30599 -6.66685 -0.01 0.00 0.00
H -0.67063 2.39899 -9.21674 0.04 0.01 -0.11
H 0.80453 3.30784 -8.80733 0.07 -0.02 -0.07
H 2.85177 -0.21706 -9.06390 -0.01 0.04 -0.12
H 1.15489 -0.72949 -8.85670 -0.01 0.01 -0.04
C -4.43788 2.23882 1.06118 -0.08 0.00 0.08
C -4.78227 1.83719 2.50136 0.00 -0.01 0.00
C -6.30555 1.95062 2.65827 0.26 -0.03 0.18
S -6.99930 1.66711 1.02222 0.36 -0.17 0.07
O -7.64757 2.87213 0.57063 -0.13 -0.04 0.00
O -7.68628 0.39968 1.00413 -0.29 0.05 -0.08
C -5.43239 1.49676 0.17398 0.27 0.06 -0.07
H -3.41053 1.98351 0.80519 0.01 0.00 0.00
H -4.55844 3.31721 0.93582 0.01 0.00 -0.02
H -4.47316 0.80348 2.67278 -0.07 -0.02 -0.06
H -4.26346 2.45996 3.22854 -0.03 -0.03 -0.07
H -6.70921 1.20455 3.33812 -0.12 0.01 -0.05
H -6.61265 2.94613 2.97360 -0.05 0.02 -0.08
H -5.52445 1.90821 -0.82856 -0.12 -0.01 0.00
H -5.20392 0.43120 0.12762 -0.06 -0.02 0.03